No. 1
# C2H3FO2

One molecule with the formula C2H3FO2 at a distorted geometry (ωB97M-V with the def2-TZVPD basis set, the Open Molecules 2025 dataset).

Spin multiplicity   1
SMILES string   O=C(O)CF
F_max   6.18 eV/Å
DFT total energy   -328.3293 a.u.
HOMO level   -10.953 eV
Relative energy (zero: lowest compared OMol25 entry of this formula, charge and spin)   16.16 kcal per mole
Orbital gap   11.5259 eV

Atoms and positions in Å:
C1 0.818 0.186 -0.005
C2 -0.437 -0.658 -0.013
H1 -0.456 1.471 -0.257
H2 -0.309 -1.301 -0.785
H3 -0.497 -1.127 1.094
O1 0.506 1.501 0.038
O2 1.979 -0.290 -0.036
F1 -1.604 0.218 -0.036

***

No. 2
# C2H3FO2

One molecule with the formula C2H3FO2 at a distorted geometry (ωB97M-V with the def2-TZVPD basis set, the Open Molecules 2025 dataset).

Spin multiplicity   1
SMILES string   CC1(F)OO1
F_max   5.76 eV/Å
DFT total energy   -328.1831 a.u.
HOMO level   -10.474 eV
Relative energy (zero: lowest compared OMol25 entry of this formula, charge and spin)   107.87 kcal per mole
Orbital gap   11.3888 eV

Atoms and positions in Å:
C1 -0.773 0.141 0.173
C2 1.080 0.026 -0.003
O1 -1.542 -1.042 -0.018
O2 -1.486 0.018 -0.932
F1 -1.200 1.027 1.002
H1 1.600 0.558 0.753
H2 1.283 0.404 -1.016
H3 1.038 -1.131 0.042